# 1
Computed, not measured: 2 unconnected molecules or ions with the total composition H2NO3S2, with the ωB97M-V functional and the def2-TZVPD basis.

Each line ends with the Löwdin spin population.
Cartesian coordinates (Å):
N1 1.650 -3.091 0.258  0.846
O1 -0.019 2.070 0.802  0.003
O2 -0.152 2.079 -1.602  0.005
O3 -2.226 0.981 -0.146  0.004
S1 1.522 -1.632 -0.341  1.090
S2 -0.399 1.279 -0.377  0.012
H1 2.200 -3.403 1.036  0.040
H2 -2.575 1.718 0.369  0.000

Results
multiplicity = 3
expectation value of S² = 2.01
net charge = -1
Kohn-Sham gap (alpha / beta) = 7.1 / 5.8 eV

# 2
Computed, not measured: a gas-phase ion, C7H9N2 (charge +1), with the ωB97M-V functional and the def2-TZVPD basis.

Each line ends with the Löwdin charge.
Cartesian coordinates (Å):
C1 -3.130 1.145 -0.117  -0.056
C2 -1.988 1.758 0.102  0.052
C3 -3.211 -1.362 0.347  0.298
C4 -1.604 -0.942 -0.284  -0.031
C5 -0.389 0.161 -0.375  -0.285
C6 1.891 0.602 0.365  -0.082
C7 0.693 -0.381 0.488  -0.216
N1 -2.981 -0.158 0.214  -0.026
N2 -0.848 1.363 0.231  0.185
H1 -4.138 1.635 -0.146  0.165
H2 -1.398 -1.342 -1.273  0.144
H3 -1.274 -1.647 0.611  0.162
H4 -0.171 0.333 -1.355  0.131
H5 1.538 1.603 0.824  0.098
H6 2.155 1.017 -0.724  0.127
H7 2.831 0.178 0.671  0.066
H8 0.330 -0.558 1.521  0.145
H9 1.001 -1.250 -0.063  0.121

Results
net charge = +1
Kohn-Sham gap (alpha / beta) = 8.3 / 8.3 eV

# 3
Computed, not measured: a molecular structure, C21H18F5IN8PRuS, with the ωB97M-V functional and the def2-TZVPD basis.

Each line ends with the Löwdin spin population.
Cartesian coordinates (Å):
Ru1 0.057 0.804 0.324  0.728
C1 -1.978 0.104 5.447  0.000
N1 -1.960 0.539 4.050  0.000
C2 -2.898 1.329 3.454  0.000
C3 -2.513 1.485 2.157  0.000
N2 -1.332 0.819 1.952  -0.002
C4 -1.031 0.242 3.121  0.001
P1 0.312 -0.959 3.352  0.002
C5 0.040 -1.786 1.744  0.009
N3 -0.066 -1.172 0.565  0.013
C6 -0.346 -2.121 -0.384  0.010
C7 -0.412 -3.330 0.242  -0.001
N4 -0.166 -3.107 1.568  0.008
C8 -0.158 -4.141 2.607  0.001
C9 1.644 0.147 2.798  0.012
N5 1.660 0.725 1.602  0.011
C10 2.788 1.503 1.535  0.007
C11 3.453 1.389 2.715  -0.002
N6 2.727 0.527 3.497  0.012
C12 3.077 0.157 4.869  0.001
H1 -2.780 0.631 5.955  0.000
H2 -1.035 0.350 5.929  0.000
H3 -2.161 -0.967 5.508  0.000
H4 -3.763 1.688 3.985  0.000
H5 -3.040 1.982 1.368  0.000
H6 -0.499 -1.875 -1.421  0.001
H7 -0.617 -4.314 -0.142  0.000
H8 -0.089 -5.110 2.121  0.000
H9 -1.076 -4.095 3.189  0.000
H10 0.704 -4.007 3.256  0.000
H11 3.046 2.071 0.657  0.000
H12 4.369 1.836 3.060  0.000
H13 4.151 0.006 4.928  0.000
H14 2.573 -0.768 5.136  0.000
H15 2.782 0.949 5.554  0.001
F1 -1.914 7.089 2.228  -0.001
C13 -1.796 5.978 1.525  -0.002
C14 -0.641 5.215 1.624  0.001
F2 0.353 5.592 2.420  0.001
C15 -0.547 4.052 0.889  0.004
F3 0.596 3.321 0.985  0.013
C16 -1.558 3.598 0.064  0.018
S1 -1.385 2.136 -0.905  0.139
C17 -2.700 4.386 -0.027  0.002
F4 -3.708 3.996 -0.798  0.003
C18 -2.826 5.565 0.690  0.000
F5 -3.924 6.291 0.593  0.000
I1 3.907 2.709 -4.043  0.000
C19 2.870 1.484 -2.765  0.002
C20 3.110 0.153 -2.494  0.003
N7 2.191 -0.243 -1.598  0.001
N8 1.347 0.756 -1.282  0.001
C21 1.761 1.816 -1.982  0.003
H16 3.849 -0.529 -2.880  0.000
H17 2.063 -1.163 -1.210  0.000
H18 1.238 2.755 -1.911  0.001

Results
multiplicity = 2
expectation value of S² = 0.76
net charge = +2
Kohn-Sham gap (alpha / beta) = 7.1 / 5.9 eV

# 4
Computed, not measured: a molecular structure, C63H46NNiP3Si, with the ωB97M-V functional and the def2-TZVPD basis.

Each line ends with the Löwdin spin population.
Cartesian coordinates (Å):
Ni1 -0.483 0.176 -0.670  0.168
C1 -2.117 -4.951 1.791  0.000
C2 -2.629 -4.956 0.505  0.000
C3 -2.662 -3.784 -0.238  0.000
C4 -2.174 -2.600 0.303  -0.001
C5 -1.636 -2.607 1.589  0.000
C6 -1.617 -3.774 2.332  0.000
P1 -2.265 -0.997 -0.555  0.014
C7 -2.825 -1.407 -2.236  0.008
C8 -1.994 -2.215 -3.013  0.007
C9 -2.343 -2.532 -4.313  0.000
C10 -3.518 -2.031 -4.860  0.003
C11 -4.331 -1.202 -4.104  0.000
C12 -3.984 -0.884 -2.798  0.003
C13 -3.661 -0.158 0.266  0.001
C14 -4.964 -0.649 0.286  0.001
C15 -5.947 0.057 0.953  0.000
C16 -5.621 1.237 1.615  0.000
C17 -4.315 1.693 1.626  -0.001
C18 -3.306 1.002 0.952  -0.002
Si1 -1.439 1.345 0.941  0.007
C19 -1.034 3.183 0.787  -0.002
C20 -1.496 4.191 1.630  0.000
C21 -1.098 5.507 1.452  0.000
C22 -0.214 5.835 0.432  0.000
C23 0.269 4.844 -0.406  0.001
C24 -0.153 3.530 -0.235  0.002
P2 0.410 2.140 -1.271  0.024
C25 2.161 2.506 -1.588  0.000
C26 2.977 3.055 -0.602  0.003
C27 4.331 3.234 -0.832  0.000
C28 4.886 2.859 -2.046  0.002
C29 4.080 2.312 -3.034  0.000
C30 2.725 2.136 -2.808  0.001
C31 -0.390 2.395 -2.895  0.011
C32 -0.572 3.627 -3.518  0.002
C33 -1.259 3.699 -4.719  0.001
C34 -1.762 2.546 -5.307  0.001
C35 -1.570 1.314 -4.704  0.001
C36 -0.882 1.244 -3.504  0.011
C37 -0.830 0.683 2.620  0.007
C38 -1.737 0.339 3.625  0.002
C39 -1.320 -0.220 4.822  0.001
C40 0.028 -0.459 5.046  0.002
C41 0.948 -0.118 4.071  0.002
C42 0.533 0.442 2.866  0.007
P3 1.762 0.996 1.628  0.070
C43 2.829 1.987 2.743  0.027
C44 4.115 1.663 3.159  0.004
C45 4.836 2.539 3.959  0.001
C46 4.284 3.746 4.351  0.001
C47 2.999 4.079 3.942  0.001
C48 2.282 3.211 3.139  0.003
C49 2.760 -0.439 1.183  0.278
C50 3.926 -0.187 0.491  0.001
C51 4.826 -1.203 0.174  0.285
C52 4.620 -2.505 0.705  0.017
C53 3.459 -2.815 1.320  0.197
C54 2.295 -1.871 1.287  0.092
H1 -2.099 -5.865 2.370  0.000
H2 -3.007 -5.873 0.072  0.000
H3 -3.077 -3.803 -1.235  0.000
H4 -1.225 -1.699 2.012  0.001
H5 -1.205 -3.762 3.333  0.000
H6 -1.074 -2.596 -2.590  0.004
H7 -1.696 -3.169 -4.901  0.000
H8 -3.793 -2.281 -5.876  0.000
H9 -5.238 -0.794 -4.530  0.000
H10 -4.620 -0.222 -2.225  0.000
H11 -5.207 -1.578 -0.215  0.000
H12 -6.966 -0.309 0.962  0.000
H13 -6.390 1.794 2.135  0.000
H14 -4.081 2.599 2.172  0.000
H15 -2.151 3.948 2.458  0.000
H16 -1.464 6.277 2.119  0.000
H17 0.109 6.859 0.299  0.000
H18 0.987 5.092 -1.177  0.000
H19 2.557 3.354 0.347  0.001
H20 4.951 3.663 -0.055  0.000
H21 5.944 2.996 -2.223  0.000
H22 4.505 2.020 -3.985  0.000
H23 2.105 1.703 -3.584  0.000
H24 -0.195 4.532 -3.061  0.000
H25 -1.408 4.659 -5.196  0.000
H26 -2.302 2.612 -6.243  0.000
H27 -1.948 0.409 -5.159  0.000
H28 -0.673 0.292 -3.020  0.007
H29 -2.799 0.489 3.467  0.000
H30 -2.051 -0.475 5.578  0.000
H31 0.360 -0.898 5.977  0.000
H32 2.006 -0.278 4.248  0.001
H33 4.554 0.721 2.868  0.002
H34 5.835 2.270 4.277  0.000
H35 4.849 4.426 4.973  0.000
H36 2.559 5.021 4.241  0.000
H37 1.284 3.486 2.810  0.000
H38 4.186 0.831 0.228  -0.005
H39 5.729 -0.973 -0.372  0.018
H40 5.420 -3.231 0.648  -0.005
H41 3.319 -3.789 1.767  0.011
H42 1.677 -2.006 2.185  0.009
N1 0.000 -8.422 -2.324  0.003
C55 0.274 -7.378 -1.927  0.001
C56 0.604 -6.077 -1.433  0.006
C57 0.678 -5.854 -0.060  0.001
C58 0.979 -4.593 0.414  0.009
C59 1.204 -3.529 -0.463  0.029
C60 1.152 -3.776 -1.838  0.013
C61 0.850 -5.032 -2.324  0.003
C62 1.405 -2.159 0.036  0.136
C63 0.743 -1.164 -0.515  0.486
H43 0.483 -6.666 0.627  0.000
H44 1.001 -4.420 1.482  0.001
H45 1.358 -2.959 -2.518  0.003
H46 0.811 -5.214 -3.390  0.000

Results
multiplicity = 3
expectation value of S² = 2.08
Kohn-Sham gap (alpha / beta) = 6.3 / 7.0 eV

# 5
Computed, not measured: a molecular structure, C28H26AuCl3N10O2Si, with the ωB97M-V functional and the def2-TZVPD basis.

Each line ends with the Löwdin charge.
Cartesian coordinates (Å):
Au1 1.270 -2.403 -0.630  0.941
C1 4.157 2.643 -0.963  -0.061
N1 3.618 1.401 -0.470  -0.099
C2 2.564 0.682 -0.854  -0.194
N2 2.463 -0.388 -0.079  -0.020
C3 3.495 -0.270 0.784  -0.184
N3 4.199 0.804 0.569  0.169
C4 3.637 3.821 -0.171  -0.200
C5 4.508 4.723 0.440  -0.013
C6 4.015 5.816 1.143  -0.035
C7 2.654 6.019 1.258  0.013
C8 1.777 5.111 0.659  -0.129
C9 2.273 4.013 -0.050  0.023
C10 0.354 5.272 0.777  -0.270
N4 -0.343 6.354 1.019  0.114
N5 -1.608 6.030 1.023  0.114
C11 -1.701 4.744 0.801  -0.269
O1 -0.471 4.214 0.620  0.130
C12 -2.867 3.907 0.802  -0.128
C13 -4.152 4.438 0.674  0.010
C14 -5.237 3.583 0.715  -0.041
C15 -5.056 2.219 0.887  -0.024
C16 -3.773 1.688 1.020  -0.193
C17 -3.592 0.209 1.279  -0.071
N6 -2.239 -0.220 1.060  -0.119
C18 -1.636 -0.617 -0.063  -0.115
N7 -0.364 -0.869 0.189  -0.031
C19 -0.231 -0.594 1.505  -0.232
N8 -1.347 -0.199 2.051  0.151
C20 -2.684 2.534 0.974  0.028
H1 3.900 2.750 -2.020  0.145
H2 5.241 2.579 -0.860  0.140
H3 1.904 0.922 -1.664  0.143
H4 3.716 -0.969 1.563  0.127
H5 5.573 4.570 0.359  0.119
H6 4.703 6.504 1.609  0.118
H7 2.246 6.849 1.810  0.126
H8 1.578 3.333 -0.520  0.112
H9 -4.277 5.500 0.546  0.125
H10 -6.236 3.976 0.617  0.117
H11 -5.910 1.559 0.925  0.118
H12 -4.267 -0.379 0.652  0.138
H13 -3.809 0.011 2.333  0.148
H14 -2.113 -0.700 -1.017  0.146
H15 0.694 -0.682 2.034  0.107
H16 -1.679 2.162 1.104  0.110
C21 1.250 -7.056 -1.993  0.041
C22 0.745 -5.671 -1.712  -0.545
O2 1.363 -4.910 -0.972  -0.102
N9 -0.412 -5.331 -2.305  0.111
C23 -1.034 -4.029 -2.146  -0.103
C24 -1.549 -3.872 -0.733  -0.283
C25 -2.889 -4.065 -0.419  0.006
C26 -3.295 -3.978 0.905  -0.020
C27 -2.339 -3.744 1.882  -0.016
C28 -1.020 -3.564 1.489  -0.120
N10 -0.664 -3.595 0.216  0.003
H17 2.303 -7.000 -2.263  0.097
H18 0.701 -7.543 -2.791  0.093
H19 1.172 -7.661 -1.089  0.110
H20 -0.886 -6.009 -2.881  0.161
H21 -1.837 -3.933 -2.877  0.143
H22 -0.282 -3.248 -2.330  0.084
H23 -3.601 -4.274 -1.201  0.124
H24 -4.336 -4.107 1.169  0.126
H25 -2.612 -3.690 2.923  0.123
H26 -0.234 -3.391 2.211  0.123
Cl1 4.595 -3.896 -0.998  0.411
Si1 3.211 -2.930 -2.067  -0.684
Cl2 2.676 -3.966 -3.721  0.416
Cl3 4.027 -1.186 -2.740  0.398

Results
net charge = +2
Kohn-Sham gap = 3.3 eV

# 6
Computed, not measured: a molecular structure, C4H6OS, with the ωB97M-V functional and the def2-TZVPD basis.

Each line ends with the Löwdin charge.
Cartesian coordinates (Å):
C1 0.579 2.036 -0.267  -0.190
C2 0.769 0.703 0.563  -0.698
C3 -0.658 0.338 1.093  -0.183
C4 -0.898 -0.772 0.132  -0.482
H1 -0.054 1.635 -1.429  0.151
H2 1.508 2.610 -0.764  0.079
H3 -0.003 2.986 0.253  0.101
H4 1.296 0.841 1.420  0.057
H5 -1.337 1.217 1.070  0.125
H6 -0.170 0.083 2.085  0.145
O1 -1.748 -1.668 -0.212  -0.013
S1 0.874 -0.616 -0.629  0.907

Results
Kohn-Sham gap = 9.8 eV

Number 1: E_tot -29334.5859 eV. Number 2: E_tot -10369.4049 eV. Number 3: E_tot -78370.0435 eV. Number 4: E_tot -144353.3071 eV. Number 5: E_tot -97579.9416 eV. Number 6: E_tot -17124.5302 eV.